This record from the Open Molecules 2025 dataset describes a 2-piece molecular cluster, CH3NO4 overall at a distorted geometry. The level of theory is ωB97M-V with the def2-TZVPD basis set.

Each atom is followed by the atoms it is bonded to, with distances in Å.
CARTESIAN COORDINATES (ANGSTROEM)
1 O 1.1239 2.3736 0.9200  N5 1.225
2 O 1.0809 0.3487 1.0141  C6 1.314
3 O 1.4876 4.1014 1.7048  N5 1.233
4 O 2.0494 2.3738 2.8409  N5 1.149
5 N 1.5618 2.8930 1.9396  O1 1.225, O3 1.233, O4 1.149
6 C 0.0283 0.1789 0.2455  O2 1.314, H7 1.135, H8 1.136, H9 1.089
7 H 0.0486 0.6121 -0.8031  C6 1.135
8 H -0.0120 -0.9488 0.1169  C6 1.136
9 H -0.9075 0.4891 0.7086  C6 1.089

- expectation value of S² = 2.01
- energy above the lowest of the compared OMol25 structures with the same formula, charge and spin (kJ/mol) = 94.0
- LUMO level (spin up / spin down) (eV) = 0.767 / -3.302
- E_HOMO (spin up / spin down) (eV) = -10.78 / -10.16
- max |F| (eV/Å) = 4.1
- Kohn-Sham gap (spin up / spin down) (eV) = 11.55 / 6.86
- spin multiplicity = 3
- E (eV) = -10756.33738

How is the electron density shared among the atoms? According to Löwdin, the charges in e are: number 1, O, carries 0.12; number 2, O, carries 0.01; number 3, O, carries 0.15; number 4, O, carries 0.19; number 5, N, carries -0.59; number 6, C, carries -0.22; number 7, H, carries 0.11; number 8, H, carries 0.12; number 9, H, carries 0.11